The following is a DFT calculation (ωB97M-V/def2-TZVPD) of In2O28P7Y4 as an isolated structure.

Geometry as XYZ:
```
41
Properties=species:S:1:pos:R:3:forces:R:3
In 5.102573 -1.237272 0.346182 -0.810 -0.998 -0.944
In -0.352127 2.768478 -2.024998 -1.178 -0.981 1.883
Y -1.082917 -0.225522 0.755262 -3.632 1.315 0.425
Y 0.472483 -3.135072 -0.808088 -1.271 1.723 -0.283
Y 2.190353 -0.716762 -3.971228 -3.249 -1.489 5.013
Y 2.281913 2.340228 1.374252 -5.562 -2.342 1.488
P -0.609867 -0.797022 -2.885638 -11.395 -2.227 -0.083
O -1.364387 -0.311482 -1.566628 3.429 -0.667 -2.883
O -0.075237 0.240598 -3.778658 6.789 4.848 -2.165
O -1.583827 -1.413172 -3.923198 -0.199 -0.587 1.346
O 0.394583 -1.938882 -2.745998 4.642 -2.110 1.510
P 1.784373 -0.044642 -0.377248 -1.997 0.409 -0.166
O 2.181003 0.122958 -1.841348 1.578 -0.758 -1.175
O 2.815353 0.298688 0.698302 4.967 -1.865 0.092
O 0.779093 -1.157942 -0.048648 2.605 -2.194 -0.562
O 0.918173 1.102788 0.017192 -2.057 4.010 -0.568
P -0.034157 0.578668 3.395902 -3.712 -3.210 4.928
O -0.220297 0.401608 4.889192 1.083 0.756 -0.649
O -0.223447 -0.749502 2.660782 2.138 -2.789 -0.810
O 1.287173 1.151178 3.004312 5.449 3.822 -2.412
O -1.222597 1.175168 2.700032 -1.597 3.225 -1.600
P -0.472417 4.471628 1.389832 -2.060 3.579 0.857
O 0.385643 5.662878 1.903762 0.778 -0.942 0.848
O -1.285917 5.217128 0.310842 0.503 -2.328 0.393
O -1.170977 4.178438 2.806032 1.214 -0.354 -2.235
O 0.423403 3.320538 0.871162 1.544 0.163 0.127
P -2.664697 -2.884542 1.034862 -0.058 -6.051 0.990
O -2.447737 -4.448942 1.491012 -0.375 4.795 -1.003
O -4.002057 -2.578892 0.441852 -1.769 -0.368 -1.133
O -1.523027 -2.537592 0.054122 3.492 -0.970 -2.020
O -2.663527 -1.645762 1.887852 0.662 0.776 2.888
P 3.622413 -3.324072 -1.989328 2.600 -5.376 -0.005
O 3.309453 -2.279182 -3.041468 -1.479 3.778 -4.018
O 3.458803 -4.772742 -2.574758 -1.709 2.587 1.510
O 2.700443 -2.856992 -0.774038 0.472 -0.915 -0.085
O 5.142533 -3.229782 -1.729968 -0.306 2.051 2.102
P -3.266477 1.872608 0.428672 -2.688 1.244 -3.158
O -4.211047 2.394828 -0.822708 2.191 -1.475 3.501
O -3.449257 0.418458 0.841582 -1.661 -1.428 -0.159
O -3.502697 2.791348 1.593532 -0.523 1.234 0.365
O -1.821087 1.777548 0.007412 3.151 2.110 -2.148
```
Forces are in eV/Å.

The total charge is -3. The electronic energy comes out at -5030.76758 a.u. The maximum force is 11.61 eV/Å.